Below is a structure of composition C16H23MgN3SSi at a distorted geometry, with properties calculated with ωB97M-V/def2-TZVPD.

The geometry in ORCA input format:
```
! wB97M-V def2-TZVPD RIJCOSX def2/J DEFGRID3
* xyz 0 1
Mg -8.3464 -15.9417 0.9584
C -8.8334 -17.7837 -0.0110
H -9.8483 -18.1783 0.1650
H -8.1727 -18.6269 0.2874
H -8.7537 -17.7175 -1.1010
S -7.5992 -16.2980 3.7484
C -6.1529 -16.1151 2.9665
N -4.9782 -16.1171 3.6862
C -3.7712 -16.0793 3.0673
C -3.7111 -15.9967 1.7179
C -4.9237 -15.9130 1.0231
N -6.0938 -15.9742 1.6297
H -5.0362 -16.1694 4.6936
H -2.9039 -16.0704 3.6987
H -2.7435 -15.9589 1.2418
H -4.9983 -15.7412 -0.0418
C -7.3785 -10.5429 4.6164
C -7.1160 -12.0529 4.7221
C -6.5418 -12.6291 3.5139
N -6.1331 -13.1359 2.5679
H -7.7519 -10.1645 5.5580
H -8.1228 -10.3444 3.8291
H -6.4571 -9.9756 4.3900
H -8.0234 -12.6198 4.9307
H -6.4223 -12.2754 5.5402
C -7.7285 -12.5485 -0.9957
Si -8.9497 -13.3687 0.1480
C -10.4400 -13.5858 -1.0189
C -9.5406 -11.9693 1.3249
C -10.4766 -12.2549 2.3195
C -11.0081 -11.2910 3.1591
C -10.6553 -9.9510 2.9963
C -9.7367 -9.6161 1.9934
C -9.1818 -10.6273 1.1969
H -8.1902 -11.6666 -1.4123
H -7.4672 -13.2033 -1.8196
H -6.8222 -12.2503 -0.4580
H -10.6141 -12.6443 -1.5765
H -11.3583 -13.8121 -0.4632
H -10.2703 -14.3906 -1.7447
H -10.7955 -13.2735 2.4865
H -11.7455 -11.5706 3.8949
H -11.1053 -9.1821 3.6166
H -9.4672 -8.5830 1.8194
H -8.4914 -10.3500 0.3852
*
```

The value obtained for the HOMO-LUMO gap is 5.5 eV. The HOMO energy is -6.58 eV. For the maximum force, the calculation gives 0.0211 hartree/bohr. The value obtained for the energy relative to the best compared isomer or geometry (same formula, charge and spin) is 0.000 eV.

Löwdin population analysis, charges in e, atoms 1 to 5: number 1, Mg, carries 0.533; number 2, C, carries -0.290; number 3, H, carries -0.056; number 4, H, carries -0.054; number 5, H, carries -0.063



Below is a structure of composition C16H23N2O5S2Se2SnTe2, with properties calculated with ωB97M-V/def2-TZVPD.

The geometry in ORCA input format:
```
! wB97M-V def2-TZVPD RIJCOSX def2/J DEFGRID3
* xyz 1 1
Sn -0.4424 -2.1476 -1.1382
C -4.0452 -1.9589 -0.6568
O -2.8888 -1.2122 -0.2592
C -2.9428 -0.7794 1.0925
C -2.4590 -1.8531 2.0495
O -1.1181 -2.1887 1.7455
C -0.1293 -1.7086 2.6395
C 0.0460 -0.1997 2.5435
O 0.1400 0.2198 1.1715
C 1.1196 1.8743 -0.0884
H -4.9276 -1.3145 -0.6222
H -3.8706 -2.3000 -1.6740
H -4.1965 -2.8305 -0.0193
H -2.2879 0.0940 1.1561
H -3.9634 -0.4751 1.3532
H -2.5571 -1.5085 3.0841
H -3.0604 -2.7576 1.9315
H -0.3981 -1.9484 3.6751
H 0.7854 -2.2308 2.3786
H -0.8317 0.3132 2.9483
H 0.9211 0.1288 3.1048
H 0.7096 2.7263 0.4509
H 2.0667 2.1691 -0.5301
H 0.5264 0.9914 -1.9556
Se -1.4311 -4.5091 -0.4768
Te -1.3635 -5.5547 -2.7687
Te 0.2327 -3.6761 -3.8590
Se -1.3831 -1.7870 -3.6136
O 3.6629 2.4027 1.4199
C 4.2493 1.5889 0.4955
C 5.4708 2.0083 -0.0175
C 6.1293 1.2347 -0.9537
C 5.5947 0.0216 -1.3812
C 4.3882 -0.4008 -0.8665
C 3.6865 0.3858 0.0548
C 2.3985 -0.1719 0.5438
O 2.2120 -1.3386 0.7561
N 1.3676 0.7780 0.8137
N 0.1872 1.5509 -1.1786
C -1.0889 1.8651 -1.1755
S -1.7917 2.7803 0.1088
C -3.4980 2.5708 -0.4720
C -3.4645 2.5274 -1.9823
S -2.1139 1.4162 -2.4729
H 2.9420 1.9404 1.8645
H 5.8909 2.9357 0.3472
H 7.0796 1.5732 -1.3447
H 6.1228 -0.5869 -2.1014
H 3.9556 -1.3481 -1.1614
H -4.0713 3.4187 -0.1005
H -3.8933 1.6487 -0.0480
H -3.2834 3.5092 -2.4169
H -4.3839 2.1135 -2.3936
*
```

The value obtained for the HOMO-LUMO gap is 5.7 eV. The HOMO energy is -9.45 eV. For the maximum force, the calculation gives 0.0062 hartree/bohr. The value obtained for the energy relative to the best compared isomer or geometry (same formula, charge and spin) is 0.047 eV.

Löwdin population analysis, charges in e, atoms 1 to 5: number 1, Sn, carries 0.473; number 2, C, carries -0.096; number 3, O, carries -0.356; number 4, C, carries -0.205; number 5, C, carries -0.171



Below is the molecule C16H23N3OS, with properties calculated with ωB97M-V/def2-TZVPD.

The geometry in ORCA input format:
```
! wB97M-V def2-TZVPD RIJCOSX def2/J DEFGRID3
* xyz 0 1
C -0.3124 -4.7203 -1.1513
C 0.3166 -4.2456 0.1536
C -0.3457 -2.9913 0.7536
C 0.3967 -2.5906 2.0339
C -1.8217 -3.2312 1.0694
N -0.2778 -1.8899 -0.2067
C 0.8531 -1.3624 -0.7236
O 1.9701 -1.7716 -0.4821
C 0.5793 -0.1763 -1.6393
C 1.8207 0.2242 -2.4328
C 1.7908 1.6799 -2.8785
S 2.5595 2.8227 -1.6754
C 1.2252 3.2197 -0.6415
N 0.0112 2.7529 -0.7215
C -0.6816 3.3659 0.2951
C -2.0105 3.2375 0.6771
C -2.4401 3.9863 1.7542
C -1.5818 4.8433 2.4424
C -0.2554 4.9843 2.0791
C 0.1814 4.2364 1.0013
N 1.3983 4.1197 0.3727
H -0.3304 -3.9138 -1.8808
H 0.2746 -5.5369 -1.5646
H -1.3277 -5.0791 -0.9991
H 0.2731 -5.0462 0.8938
H 1.3646 -4.0066 -0.0272
H 1.4393 -2.3908 1.8042
H 0.3436 -3.3903 2.7674
H -0.0447 -1.6921 2.4605
H -2.3896 -3.4192 0.1617
H -1.9262 -4.0902 1.7265
H -2.2458 -2.3630 1.5706
H -1.1502 -1.4385 -0.4292
H 0.2602 0.6637 -1.0149
H -0.2458 -0.4149 -2.3135
H 1.9112 -0.4137 -3.3151
H 2.7012 0.0399 -1.8128
H 2.3810 1.8254 -3.7830
H 0.7755 2.0387 -3.0363
H -2.6749 2.5771 0.1431
H -3.4684 3.9099 2.0756
H -1.9632 5.4099 3.2786
H 0.4095 5.6475 2.6114
H 2.2569 4.5895 0.6031
*
```

The value obtained for the HOMO-LUMO gap is 8.7 eV. The HOMO energy is -8.06 eV. For the maximum force, the calculation gives 0.0156 hartree/bohr. The SMILES is CCC(C)(C)NC(=O)CCCSc1nc2ccccc2[nH]1. The value obtained for the energy relative to the best compared isomer or geometry (same formula, charge and spin) is 0.267 eV.

Löwdin population analysis, charges in e, atoms 1 to 5: number 1, C, carries -0.091; number 2, C, carries -0.199; number 3, C, carries -0.553; number 4, C, carries -0.031; number 5, C, carries -0.037



Below is a structure of composition C16H23N7OS5Ti, with properties calculated with ωB97M-V/def2-TZVPD.

The geometry in ORCA input format:
```
! wB97M-V def2-TZVPD RIJCOSX def2/J DEFGRID3
* xyz 0 1
Ti -1.2505 -0.3472 1.1427
N -5.4969 0.4662 1.4892
C -4.2302 -0.0635 1.4853
S -3.3953 -0.1390 -0.0534
N -3.7447 -0.5124 2.5982
N -2.4749 -1.0000 2.4210
C -2.0553 -2.0715 3.1437
C -1.0488 -2.7928 2.5386
C -0.4585 -3.9927 3.0516
C 0.3175 -4.7598 2.2528
C 0.5529 -4.3591 0.9022
C 0.0729 -3.1603 0.4913
N -0.6541 -2.3204 1.2813
H -5.7124 1.0889 0.7309
H -5.8296 0.7557 2.3954
H -2.5410 -2.3302 4.0734
H -0.6725 -4.2806 4.0722
H 0.7476 -5.6793 2.6274
H 1.1124 -4.9827 0.2202
H 0.2525 -2.8180 -0.5236
N 0.6308 2.3351 -1.1105
C 1.5242 2.2385 -2.3031
C 2.7103 1.3284 -2.0064
C 2.3324 -0.1412 -1.8162
N 1.6362 -0.3123 -0.5395
C 1.4456 -0.6264 -2.9663
C 0.2420 0.2674 -3.2784
N -0.7641 0.2168 -2.1994
C 0.6951 1.7194 -3.4758
H 1.1137 2.3929 -0.2080
H 0.0207 1.4828 -1.0837
H -0.0088 3.1297 -1.1405
H 1.8872 3.2448 -2.5150
H 3.2545 1.6930 -1.1300
H 3.3953 1.4091 -2.8537
H 3.2643 -0.7195 -1.8494
H 2.1266 0.1235 0.2367
H 1.5906 -1.2927 -0.2823
H 1.1034 -1.6443 -2.7560
H 2.0538 -0.6886 -3.8730
H -0.1867 -0.0816 -4.2239
H -0.8861 -0.7357 -1.8748
H -1.6727 0.5324 -2.5247
H -0.1734 2.3639 -3.6404
H 1.3089 1.7821 -4.3767
O 2.7803 5.1967 2.6013
C 2.0425 4.2640 2.4432
S 2.4359 2.5948 2.8933
C 0.9321 1.8652 2.3488
C 0.0126 2.6867 1.8115
S -1.4962 2.1403 1.1062
S 0.4208 4.3952 1.7228
S 0.7372 0.1381 2.5232
*
```

The value obtained for the HOMO-LUMO gap (spin up / spin down) is 6.0 / 6.0 eV. The HOMO energy (spin up / spin down) is -6.22 / -6.22 eV. For the maximum force, the calculation gives 0.0101 hartree/bohr. The value obtained for the energy relative to the best compared isomer or geometry (same formula, charge and spin) is 0.092 eV.

Löwdin population analysis, charges in e, atoms 1 to 5: number 1, Ti, carries 0.441; number 2, N, carries 0.060; number 3, C, carries -0.860; number 4, S, carries 0.541; number 5, N, carries 0.022